# 1
This record from the OMol25 dataset describes a single C6H6O molecule in a non-equilibrium geometry. The level of theory is ωB97M-V/def2-TZVPD.

Geometry (Å):
1 C -2.09048 -0.30119 -0.12872
2 C -0.73579 0.23105 -0.18434
3 C 0.06759 1.31498 -0.33925
4 C 1.33011 1.08210 -0.04883
5 C 1.41741 -0.37405 0.39945
6 O 1.28412 -1.18931 -0.91735
7 C 0.21942 -0.95713 0.01698
8 H -3.01970 0.25023 -0.15960
9 H -2.29739 -1.37724 0.36495
10 H -0.23600 2.30809 -0.77044
11 H 2.12733 1.73950 0.01348
12 H 2.02445 -0.82818 1.34021
13 H -0.09110 -1.89885 0.41347

Forces on the atoms, in the same order (eV/Å):
2.9590 0.5616 1.5951
-6.6137 -8.2232 0.1515
0.1729 5.5620 -2.0414
0.0230 -2.6416 1.8961
4.1676 -0.5466 0.8426
0.2672 1.1718 1.8316
-1.8116 -0.0456 -0.4148
0.1580 0.5011 -0.2884
1.0286 2.4391 -1.6839
0.0549 -1.1121 0.6575
1.2827 1.2151 -0.1934
-0.9847 1.2928 -2.7880
-0.7038 -0.1743 0.4355

The calculation puts the energy relative to the best compared isomer or geometry (same formula, charge and spin) at 4.469 eV. The calculation puts the HOMO-LUMO gap at 8.8 eV. Its charge is 0. As for the SMILES: C=C1C=C[C@@H]2O[C@H]12. The energy is -8362.037 eV.


# 2
This record from the OMol25 dataset describes CBr2F3N as an isolated structure in a non-equilibrium geometry. The level of theory is ωB97M-V/def2-TZVPD.

Geometry (Å):
1 C -1.05882 0.08731 -0.11900
2 N 1.25642 0.10733 0.59106
3 F -0.89095 -0.78292 -1.06349
4 F -1.91551 -0.18095 0.84796
5 F -1.32058 1.30834 -0.56038
6 Br 2.00832 -1.39303 1.21963
7 Br 1.92113 0.85391 -0.91577

Forces on the atoms, in the same order (eV/Å):
1.0886 1.4020 1.2727
-1.9316 1.5133 0.8814
-0.8984 -0.4625 -0.2609
0.2462 -0.8053 -0.6098
0.2541 -0.5163 -0.3162
0.5137 -1.1080 -0.0957
0.7273 -0.0231 -0.8716

The calculation puts the energy relative to the best compared isomer or geometry (same formula, charge and spin) at 0.675 eV. The calculation puts the HOMO-LUMO gap (alpha / beta) at 7.4 / 8.8 eV. Its charge is 0. The energy is -150759.685 eV.


# 3
This record from the OMol25 dataset describes C4H28Hg2O11 as an isolated structure in a non-equilibrium geometry. The level of theory is ωB97M-V/def2-TZVPD.

Geometry (Å):
1 Hg 1.33069 -20.45868 -16.57213
2 Hg -2.32348 -20.55547 -16.18140
3 C -1.19587 -17.65277 -14.11742
4 C -0.16449 -18.76370 -14.21230
5 O -0.30412 -19.50447 -15.39174
6 H -2.21609 -18.05140 -14.16802
7 H -1.01406 -16.82769 -14.79936
8 H -1.25047 -17.20655 -13.11911
9 H -0.18382 -19.34435 -13.28072
10 H 0.81314 -18.26465 -14.13745
11 C -3.19691 -16.39244 -17.56875
12 C -2.60940 -17.78264 -17.69954
13 O -3.41685 -18.76999 -17.08797
14 H -4.10692 -16.34137 -18.16838
15 H -2.56719 -15.62963 -18.03869
16 H -3.33405 -16.02500 -16.55325
17 H -1.68229 -17.80670 -17.10537
18 H -2.33625 -18.00927 -18.73154
19 O 0.49463 -19.15991 -9.84482
20 H 1.00212 -19.07946 -10.65932
21 H 1.02596 -18.71698 -9.17460
22 O 3.09098 -19.69567 -15.31047
23 H 3.20999 -18.98495 -14.61528
24 H 3.94794 -20.14398 -15.36966
25 O -3.80345 -19.00945 -11.40502
26 H -3.26444 -18.66329 -12.12327
27 H -4.31441 -18.24708 -11.10800
28 O 3.44328 -17.83021 -13.39722
29 H 2.63003 -17.62268 -12.92090
30 H 4.15365 -17.51145 -12.82519
31 O -2.48398 -14.58172 -12.88814
32 H -3.32749 -14.87541 -13.25253
33 H -2.35078 -15.12288 -12.10313
34 O -4.70107 -17.45545 -14.66079
35 H -5.53315 -17.73703 -15.05922
36 H -4.02287 -17.70701 -15.30726
37 O 2.32458 -20.29313 -11.90443
38 H 2.24720 -20.34097 -12.86154
39 H 3.24624 -20.05656 -11.74584
40 O 0.58220 -15.25387 -16.36451
41 H -0.37985 -15.26607 -16.41894
42 H 0.87796 -15.85865 -17.05229
43 O -3.30006 -20.69886 -14.05179
44 H -4.11277 -20.23811 -13.77455
45 H -2.94704 -21.08985 -13.23822

Forces on the atoms, in the same order (eV/Å):
-0.5059 1.3091 1.5899
-1.4974 2.1137 -0.2653
-0.9336 -0.0515 0.1333
1.2078 1.0917 2.0487
0.0511 -1.3797 -1.8998
0.0876 -0.0105 -0.6470
-0.1483 -0.1308 -0.2115
0.7780 -0.1239 0.0889
-0.3003 -0.5950 -0.4281
0.0153 -0.0887 -0.5589
-0.5067 0.4786 -0.6552
1.7777 -0.1258 0.9101
0.3051 -1.4593 0.4064
-0.2916 0.0491 0.4553
0.3954 -0.4172 -0.1245
-0.3226 -0.3743 0.0869
0.2161 0.4318 -0.3586
-0.3808 -0.1352 -0.0946
-0.0828 0.2575 -0.1563
0.1532 -0.2714 0.1434
-0.0960 -0.0407 0.0647
0.3379 -0.4091 -0.0722
-0.0707 0.2662 -0.0273
-0.0363 0.0578 -0.0587
0.0911 -0.1080 -0.3821
-0.0135 0.2102 0.1128
-0.0850 -0.1203 0.0726
-0.2923 -0.1634 -0.0377
0.0905 0.0892 0.0552
0.1364 -0.0124 -0.2257
0.0808 -0.3759 -0.2096
-0.0441 0.1128 0.0895
-0.0922 0.1880 0.1123
0.4077 -0.3507 0.1011
-0.0165 0.1385 0.0045
-0.4274 0.0509 -0.0919
-0.1040 0.2195 -0.1663
0.1170 -0.1077 0.0171
-0.0147 -0.1266 0.0984
-0.0705 -0.4339 0.1704
0.0267 0.2298 -0.0688
0.0131 0.1959 -0.1311
0.0355 -0.0805 0.3409
0.0670 0.0535 -0.1639
-0.0579 -0.0516 -0.0673

The calculation puts the HOMO-LUMO gap at 4.0 eV. Its charge is +2. The energy is -35452.220 eV.


# 4
This record from the OMol25 dataset describes C21H38BaN2O11S3 as an isolated structure in a non-equilibrium geometry. The level of theory is ωB97M-V/def2-TZVPD.

Geometry (Å):
1 Ba -0.50861 -0.44522 -0.93853
2 O -2.61536 2.18539 1.40086
3 C -3.94950 1.81431 1.78883
4 C -4.29248 0.28400 2.02259
5 O -4.02422 -0.74065 1.07500
6 H -4.65531 2.13619 1.02310
7 H -4.20820 2.41285 2.66228
8 H -5.33847 0.21567 2.32150
9 H -3.71762 -0.01579 2.89880
10 O 1.44819 -0.52108 3.84882
11 S 1.89852 -0.40709 5.23624
12 O 1.64328 -1.55898 6.08918
13 O 3.45742 0.05625 5.29630
14 C 4.17991 0.02741 6.50632
15 C 4.75512 1.36474 6.85913
16 C 1.07787 1.18510 5.95388
17 H 4.95452 -0.72063 6.33737
18 H 3.59827 -0.50044 7.26207
19 H 5.50195 1.14497 7.62206
20 H 4.02287 2.08836 7.21728
21 H 5.18581 1.82810 5.97149
22 H 0.17741 0.88343 6.48892
23 H 0.73630 1.82197 5.13789
24 H 1.78966 1.70116 6.59820
25 O 2.66243 -6.29894 1.62946
26 S 1.36576 -6.20944 1.01673
27 O 1.04561 -5.07939 0.19453
28 O 1.13235 -7.54250 0.12771
29 C 1.37995 -8.81894 0.68038
30 C 1.68972 -9.78528 -0.42639
31 C 0.01865 -6.46268 2.26038
32 H 0.48624 -9.16861 1.19720
33 H 2.17038 -8.90412 1.42608
34 H 0.97111 -9.88625 -1.23972
35 H 1.83320 -10.71050 0.13171
36 H 2.70724 -9.63806 -0.78844
37 H 0.08380 -5.70456 3.04083
38 H 0.22800 -7.44240 2.68981
39 H -0.90851 -6.36203 1.69615
40 O -5.78018 0.70658 -6.12280
41 S -5.46727 1.16178 -4.77287
42 O -4.19147 0.76721 -4.12954
43 O -5.54770 2.87656 -4.76872
44 C -6.68025 3.48628 -5.24057
45 C -6.20446 4.68832 -6.00964
46 C -6.88634 0.78444 -3.66881
47 H -7.35049 3.64477 -4.39573
48 H -7.25166 2.85809 -5.92392
49 H -7.02815 5.09837 -6.59402
50 H -5.35547 4.44253 -6.64752
51 H -5.94500 5.55919 -5.40767
52 H -6.85384 -0.19035 -3.18216
53 H -7.73621 0.70292 -4.34643
54 H -7.04287 1.54139 -2.90029
55 N 0.54562 3.02671 -3.74238
56 C -0.37958 4.05533 -3.81340
57 C -0.29666 5.11329 -4.70879
58 C 0.82523 5.22371 -5.47849
59 C 1.84326 4.30202 -5.35996
60 C 1.64914 3.20564 -4.52401
61 H -1.32429 3.95538 -3.29964
62 H -1.03029 5.90307 -4.77524
63 H 0.89387 6.16357 -6.00609
64 H 2.65725 4.41807 -6.06022
65 H 2.37336 2.40449 -4.51767
66 N 3.94593 1.14772 -0.09229
67 C 4.82890 0.09396 0.21364
68 C 6.11851 0.37852 0.72087
69 C 6.50633 1.70258 0.95932
70 C 5.56378 2.72037 0.75258
71 C 4.34901 2.40134 0.21333
72 H 4.46911 -0.92109 0.13222
73 H 6.68683 -0.47164 1.06821
74 H 7.50263 1.95853 1.28836
75 H 5.99483 3.70611 0.84695
76 H 3.61532 3.15792 -0.02265

Forces on the atoms, in the same order (eV/Å):
-1.5842 0.9325 1.3323
-1.4608 -1.2498 0.2417
2.2038 0.3913 -1.8061
1.5271 -1.8635 -0.3866
0.1625 1.6529 -0.0694
-0.2922 0.1182 -0.6038
-0.1540 -0.4034 0.7296
-0.5626 0.3994 -0.1416
0.2769 0.2555 0.6911
1.5592 0.4054 1.8687
-2.1300 0.8989 -0.2490
0.8638 1.5004 -0.4829
-1.8140 -0.2931 -1.7158
0.2519 -1.5262 0.5055
-0.2132 0.0286 -0.0172
0.2877 -1.4122 -0.5117
0.4885 0.2878 -0.1439
-0.3577 0.6110 0.3881
0.1249 0.5306 0.0010
-0.0653 -0.1937 0.2797
0.3660 -0.1984 0.0780
0.2623 -0.2445 0.1310
0.4339 -0.2207 -0.2157
-0.0776 -0.2146 -0.0568
-0.5846 -0.0260 -0.1018
-0.6196 -0.6049 0.9449
0.0068 -0.5424 -0.0278
0.1882 1.7906 0.0507
-0.5324 -1.1132 0.1029
1.1100 -0.6079 0.5520
1.2931 0.4131 -0.8194
-0.3308 0.1796 -0.0144
0.3005 0.8009 -0.1276
0.0086 0.1219 0.2754
-0.5014 -0.5486 -0.3253
-0.1586 0.4715 -0.4768
0.1331 0.0493 -0.2028
-0.3877 0.0468 -0.0591
0.0433 -0.2953 0.1961
0.3667 0.6231 1.7673
1.0399 0.3827 0.7690
-2.8061 1.3285 -1.5313
2.5833 -4.0248 1.1461
-1.4403 0.3418 -0.8327
-0.7436 1.3152 -0.0514
-0.1355 -0.1772 -0.6359
-0.0928 0.6780 0.0327
0.1679 -0.3305 -0.2088
-0.0255 -0.2647 -0.4216
-0.2173 -0.1254 -0.0180
0.3814 -0.3168 0.4545
0.8087 0.0220 -0.1361
-0.0471 0.4124 -0.0032
0.3117 0.1055 -0.2591
-0.2105 2.0946 -0.7444
0.3636 -1.5095 -0.8365
0.0582 -0.3027 0.8428
0.3051 0.9801 0.4416
-0.4355 -0.1832 -0.6331
-1.0273 -0.0184 0.3423
0.2040 -0.3429 0.6237
-0.3299 -0.2417 0.2349
0.4377 -0.2513 -0.6972
0.4733 -0.3541 0.3842
0.1090 -0.0770 0.1891
1.6403 -1.7239 0.9007
-0.2310 3.5771 0.3344
-1.3237 -0.2963 0.2244
-1.1264 -0.4202 -0.3442
2.4095 -0.6455 -0.2402
-1.1485 -1.1684 -0.6758
-0.0737 0.0420 -0.2959
0.4693 0.0580 -0.2861
0.0319 -0.1317 0.1515
-0.7955 0.4141 0.1835
-0.0166 0.2031 0.0161

The calculation puts the HOMO-LUMO gap at 3.3 eV. Its charge is 0. The energy is -81083.908 eV.